[1]
The following is a DFT calculation (wB97M-V/def2-TZVPD) of an isolated molecule of C2H5Br2OP at a distorted geometry.

Its total energy is -153577.4639 eV. Its gap between HOMO and LUMO is 9.4 eV. The structure (SMILES) is CCP(=O)(Br)Br. The calculation puts the energy above the lowest of the compared OMol25 structures with the same formula, charge and spin at 11.8 kcal per mole.

The geometry in XYZ format:
```
11
Properties=species:S:1:pos:R:3:forces:R:3
C -0.415331 -0.668373 1.219584 1.9855 -0.1216 -1.5748
C -0.349787 0.626383 0.346512 1.7446 -0.9507 0.9850
P 0.292172 0.161632 -1.252680 2.9140 1.3376 1.0023
O -0.428099 -0.982749 -1.682709 -1.2905 -2.6987 -1.8888
Br 2.711944 -0.432472 -0.817784 -2.2670 0.8286 -0.4639
Br 0.232215 1.815982 -2.698534 0.3072 -0.2567 0.5504
H 0.560996 -0.588657 1.770147 -1.2786 -0.7648 0.0637
H -1.306775 -0.897595 1.804797 0.2106 0.6831 0.0598
H -0.322535 -1.474306 0.442366 -0.0969 0.2175 1.3152
H 0.272103 1.386279 0.759306 0.4282 0.6388 0.5305
H -1.246903 1.053876 0.108996 -2.6571 1.0870 -0.5793
```
Forces are in eV/Å.

[2]
The following is a DFT calculation (wB97M-V/def2-TZVPD) of a structure of composition C29H23CdNPSe3Te.

Its total energy is -249125.9493 eV. Its gap between HOMO and LUMO is 6.3 eV. As for the total charge: -1. The calculation puts the energy above the lowest of the compared OMol25 structures with the same formula, charge and spin at 0.0 kcal per mole.

The geometry in XYZ format:
```
59
Properties=species:S:1:pos:R:3:forces:R:3
Cd -0.322216 -1.214482 -2.034188 -0.2548 -0.5947 0.1797
C 4.022794 -0.965914 0.290221 -0.0204 0.0052 -0.0097
C 4.725473 -0.125072 -0.559327 -0.0496 -0.0253 0.0040
C 4.080554 0.433245 -1.647372 0.0895 0.0153 -0.0148
C 2.725482 0.163980 -1.867687 0.1357 -0.0440 0.2262
N 2.063569 -0.642727 -1.030759 0.0568 0.0316 -0.0426
C 2.690248 -1.201232 -0.004489 0.1065 -0.0669 0.0735
C 1.953666 0.747821 -2.997127 -0.3368 0.0623 -0.2587
C 2.516156 1.751676 -3.793729 0.1459 0.0205 0.0864
C 1.804030 2.314929 -4.837226 -0.0407 0.0253 -0.0950
C 0.508753 1.885630 -5.093428 -0.0032 -0.0322 0.0407
C -0.051096 0.892118 -4.301640 0.0019 0.0805 -0.0947
C 0.645404 0.294217 -3.250250 0.2189 0.2008 -0.0321
H 4.488219 -1.430696 1.148622 -0.0077 -0.0126 -0.0061
H 5.772962 0.084688 -0.379521 0.0036 0.0130 -0.0234
H 4.637177 1.066267 -2.323217 -0.0350 -0.0106 -0.0087
H 2.096221 -1.874293 0.606941 0.0259 0.0358 -0.0129
H 3.519062 2.118446 -3.605514 -0.0244 -0.0097 0.0111
H 2.256451 3.083872 -5.452677 0.0160 0.0150 0.0410
H -0.064234 2.323644 -5.903289 0.0244 0.0077 -0.0105
H -1.067106 0.570657 -4.511854 0.0127 -0.0336 0.0189
Se -3.075677 -1.021276 -2.709970 0.5845 0.1460 0.0967
Se -3.379160 -3.309349 -2.437821 -0.1509 -0.3668 0.0730
Te -1.326458 -4.367561 -3.419033 -0.0446 -0.0873 0.0226
Se 0.358632 -3.915476 -1.604202 -0.2971 0.7446 -0.1940
C -5.439560 -0.383795 1.167793 0.0050 0.0080 0.0000
C -4.697765 -1.552749 1.079732 -0.0932 0.0244 -0.0342
C -3.321242 -1.493357 0.959385 0.0743 -0.0112 0.0353
C -2.658963 -0.266274 0.954799 0.0150 0.0118 0.0345
C -3.412647 0.903561 1.015004 0.0381 -0.0738 -0.0030
C -4.794488 0.841430 1.124435 -0.0795 0.0246 0.0147
P -0.851131 -0.254587 0.641273 -0.2372 -0.0080 0.0692
C -0.181525 -1.328396 1.974671 0.1236 0.0067 -0.0751
C 0.514493 -0.874736 3.094729 -0.0555 -0.0319 -0.0595
C 1.047170 -1.778120 4.003608 0.0483 -0.0068 0.0710
C 0.909837 -3.143103 3.801608 -0.0012 -0.0053 -0.0193
C 0.258371 -3.605297 2.666907 0.0640 -0.0400 0.0907
C -0.270309 -2.705978 1.755543 -0.0937 0.0421 -0.0268
C -0.361346 1.437447 1.138056 -0.0170 -0.0875 -0.1431
C -0.709693 2.023975 2.356018 0.0335 0.0300 -0.0259
C -0.301856 3.314703 2.651301 -0.0363 0.0040 0.0813
C 0.446371 4.039321 1.731441 0.0175 -0.0052 -0.0660
C 0.775243 3.474203 0.509350 0.0128 0.0697 0.0317
C 0.369624 2.179408 0.213735 -0.0066 -0.0621 0.0013
H -6.518917 -0.427888 1.244289 0.0042 -0.0009 -0.0014
H -5.202876 -2.510181 1.064272 0.0629 -0.0290 0.0035
H -2.765539 -2.413208 0.832691 -0.0271 -0.0093 0.0002
H -2.927928 1.868605 0.956800 -0.0025 0.0161 0.0117
H -5.375158 1.755266 1.166738 0.0449 0.0166 -0.0116
H 0.668278 0.182857 3.251518 -0.0233 0.0275 0.0294
H 1.581543 -1.415669 4.873941 -0.0027 0.0358 -0.0237
H 1.330441 -3.842937 4.513260 0.0011 -0.0003 -0.0057
H 0.190634 -4.669020 2.477027 -0.0418 0.0150 -0.0571
H -0.703596 -3.083277 0.835721 -0.0078 -0.0193 0.0386
H -1.313006 1.470884 3.065685 0.0007 -0.0040 0.0097
H -0.572657 3.762556 3.599908 -0.0075 -0.0119 -0.0049
H 0.760756 5.049412 1.963956 -0.0024 -0.0049 0.0090
H 1.341667 4.041258 -0.218860 -0.0045 -0.0237 -0.0094
H 0.606865 1.740573 -0.747800 0.0372 -0.0169 -0.0354
```
Forces are in eV/Å.

[3]
The following is a DFT calculation (wB97M-V/def2-TZVPD) of a structure of composition C30H42ClF5IN5O5PSTi at a distorted geometry.

Its total energy is -126932.7587 eV. Its gap between HOMO and LUMO (spin up / spin down) is 7.3 / 8.9 eV. The expectation value of S² is 0.753. The calculation puts the energy above the lowest of the compared OMol25 structures with the same formula, charge and spin at 0.0 kcal per mole. Its spin multiplicity is 2.

The geometry in XYZ format:
```
92
Properties=species:S:1:pos:R:3:forces:R:3
Ti -0.198769 -0.018665 -0.164341 -1.2230 -0.0683 -0.9820
O 3.924570 0.173708 4.082918 0.0528 0.0105 -0.1513
C 2.761879 0.202767 4.697378 -0.0745 -0.0537 0.0309
O 2.659901 0.144159 5.896910 0.0138 0.0387 -0.0156
C 1.535352 0.297728 3.840867 -0.1661 0.0936 0.0550
C 0.255453 0.447452 4.343073 -0.0346 -0.1359 0.0880
Cl -0.263135 0.695849 5.936885 0.0168 0.0054 0.0248
N -0.622297 0.435308 3.309772 -0.1157 0.1783 -0.1307
N 0.045381 0.346595 2.141501 0.0238 -0.1994 0.0328
C 1.326641 0.256485 2.445948 0.3515 0.0707 -0.0633
C 2.299499 0.222141 1.281396 -0.3677 0.0706 0.5328
O 3.499267 0.267373 1.505694 0.4298 -0.0172 0.0589
O 1.731920 0.195446 0.148749 0.6741 -0.0184 -0.0364
C -2.036076 0.670166 3.331820 0.1771 -0.0624 0.0502
C -2.587583 1.573079 2.435667 -0.1469 -0.0523 0.0526
C -3.953518 1.810951 2.469517 0.0636 0.0210 -0.0165
C -4.756543 1.155789 3.390942 -0.0473 0.0254 0.0198
C -4.194644 0.240232 4.268219 0.0033 -0.0279 0.0475
C -2.831395 -0.014714 4.239356 -0.1047 -0.0160 -0.0295
H 3.825741 0.212813 3.087443 0.0327 0.0204 -0.0330
H -1.971855 2.041901 1.687555 0.1285 0.1040 -0.0680
H -4.383458 2.509531 1.763028 -0.0104 -0.0074 0.0246
H -5.821423 1.349259 3.418942 0.0241 0.0006 -0.0002
H -4.815859 -0.286699 4.981399 0.0001 0.0196 -0.0204
H -2.398641 -0.739100 4.914691 0.0333 0.0125 -0.0229
I 1.868743 6.050056 1.461075 0.0379 0.0968 0.0497
C 1.119852 4.382651 0.532260 -0.0102 -0.1316 -0.1362
C 1.425876 3.909839 -0.727304 0.1085 0.0097 -0.0162
N 0.698767 2.800523 -0.901874 -0.0569 0.0796 0.1489
N -0.059598 2.504814 0.158316 0.1981 -0.1166 0.0389
C 0.196966 3.463427 1.044286 -0.1093 -0.1009 0.0642
H 2.105201 4.270769 -1.482195 -0.0316 0.0158 0.0417
H 0.681134 2.111631 -1.651201 0.0159 -0.1417 -0.0508
H -0.266202 3.468394 2.018158 -0.0329 -0.0148 -0.0084
F -0.992978 -3.033618 -0.301621 0.2740 0.0902 -0.2341
C 0.111086 -2.239043 0.046711 0.2458 -0.1948 0.1754
F 0.253798 -2.488150 1.429292 0.0157 -0.0873 -0.1588
C 1.333749 -2.954160 -0.603632 -0.0110 0.1535 0.0572
F 2.388114 -2.985748 0.223334 -0.1460 0.0570 -0.0661
F 1.722339 -2.296396 -1.711899 -0.0729 -0.0357 -0.0142
F 1.078417 -4.220201 -0.983655 0.0225 0.0228 0.1075
C -3.647221 0.262203 -2.846176 -0.0211 -0.0088 0.0176
C -2.669451 1.304300 -3.410801 -0.0969 0.0313 -0.0017
C -3.223232 1.808735 -4.747260 -0.0396 0.0367 -0.0770
C -2.650907 2.458877 -2.394272 -0.0264 0.0101 -0.0353
P -0.975850 0.508145 -3.469884 0.0609 -0.0185 0.1156
N -0.389682 0.347268 -2.018705 0.0064 0.1880 0.3263
C 0.168246 1.574594 -4.525483 0.0400 0.0335 -0.0810
C -0.084697 1.510821 -6.038924 -0.0381 0.0335 -0.0416
C 1.626361 1.140409 -4.241527 0.0373 0.0138 -0.0093
C 0.038222 3.061377 -4.139985 -0.0112 -0.0199 0.0715
C -1.126220 -1.172523 -4.291270 -0.0199 -0.0586 -0.0696
C 0.302357 -1.640961 -4.621482 -0.0283 -0.1076 0.0035
C -1.720071 -2.168484 -3.274299 0.0157 -0.0237 -0.0197
C -1.976116 -1.240577 -5.566285 -0.0589 -0.0321 -0.0429
H -4.571375 0.778278 -2.568545 -0.0079 -0.0043 -0.0015
H -3.235932 -0.209497 -1.954333 0.0153 0.0308 -0.0197
H -3.907800 -0.509100 -3.571127 0.0178 0.0745 0.0387
H -4.259571 2.123256 -4.589874 0.0106 0.0008 -0.0023
H -3.230745 1.042914 -5.524199 0.0026 0.0732 0.0846
H -2.684476 2.674015 -5.130754 0.0105 0.0031 0.0375
H -3.679800 2.808302 -2.267249 0.0071 0.0148 0.0098
H -2.055680 3.312476 -2.712716 -0.0198 -0.0573 0.0131
H -2.278416 2.123120 -1.427311 0.0058 -0.0261 0.0218
H 0.104227 0.526371 -6.459910 0.0116 0.0146 0.0163
H 0.606767 2.205998 -6.523995 -0.0035 -0.0143 -0.0076
H -1.096965 1.816982 -6.310825 0.1085 -0.0420 0.0174
H 1.975572 0.414276 -4.974149 0.0057 0.0591 0.0550
H 1.750156 0.691843 -3.254148 -0.0156 0.0817 0.0320
H 2.282584 2.011566 -4.308769 0.0004 -0.0154 -0.0179
H -0.911625 3.493437 -4.448005 -0.0118 -0.0258 -0.0336
H 0.826202 3.608877 -4.662345 -0.0028 0.0046 -0.0106
H 0.156354 3.252730 -3.074771 -0.0569 0.0043 -0.2118
H 0.973666 -1.519247 -3.774428 -0.0148 -0.0137 0.0181
H 0.725044 -1.130142 -5.484961 -0.0568 -0.0266 0.0311
H 0.265290 -2.706286 -4.859745 -0.0046 0.0039 -0.0267
H -1.474636 -1.909943 -2.249135 0.0528 0.0251 0.0381
H -1.311707 -3.163007 -3.463989 -0.0136 -0.0045 -0.0257
H -2.804221 -2.236096 -3.365369 0.0357 -0.0011 0.0073
H -1.648433 -0.564203 -6.354116 -0.0009 -0.0194 0.0402
H -3.032062 -1.049381 -5.367404 0.0829 -0.0262 -0.0271
H -1.906275 -2.258498 -5.961543 0.0052 0.0099 0.0081
C -4.276060 -2.127230 -0.225168 -0.0477 -0.0465 0.0353
S -3.370696 -1.208559 1.014789 0.0427 -0.1525 -0.0164
C -2.698859 -2.621653 1.889856 -0.1276 -0.0409 0.0916
O -2.253368 -0.553544 0.240325 0.0294 0.2378 0.0821
H -4.965850 -2.800151 0.286528 0.0242 0.0188 -0.0238
H -3.555472 -2.681341 -0.826310 -0.0124 -0.0027 -0.0032
H -4.833369 -1.418459 -0.833752 0.0163 -0.0193 -0.0009
H -2.391604 -3.400269 1.197852 -0.0673 0.0429 0.1227
H -3.474255 -2.961826 2.577882 -0.0108 0.0234 -0.0116
H -1.832365 -2.274469 2.446891 -0.0122 0.0229 0.0363
```
Forces are in eV/Å.

[4]
The following is a DFT calculation (wB97M-V/def2-TZVPD) of a cluster of 2 separate species, C2Br2Cl2S in total at a distorted geometry.

Its total energy is -178034.8229 eV. Its gap between HOMO and LUMO (spin up / spin down) is 7.4 / 7.4 eV. The calculation puts the energy above the lowest of the compared OMol25 structures with the same formula, charge and spin at 68.8 kcal per mole.

The geometry in XYZ format:
```
7
Properties=species:S:1:pos:R:3:forces:R:3
C -0.499958 -1.307761 -1.020656 -0.5845 1.0405 -0.2497
C 0.861061 1.162397 1.490710 0.6323 0.2326 -0.3966
S -0.445204 0.292186 -0.654304 0.0556 -1.8477 -1.1391
Cl -0.630239 -2.010652 -2.648418 0.2540 0.7872 1.0226
Cl -0.636678 -2.532231 0.160370 0.2329 -0.0167 0.0894
Br -0.616597 2.003548 2.333008 0.4428 0.3101 -0.2462
Br 1.967615 2.392513 0.339291 -1.0331 -0.5060 0.9195
```
Forces are in eV/Å.